[1]
This record from the Open Molecules 2025 dataset describes a structure of composition C4H11NO3 in a non-equilibrium geometry. The level of theory is wB97M-V/def2-TZVPD.

Structure (ORCA input):
```
! wB97M-V def2-TZVPD RIJCOSX def2/J DEFGRID3
* xyz 0 1
C -0.8052 0.6157 0.2328
C 0.3178 -0.1984 0.0047
C 1.2877 1.4941 -0.0454
C 0.8943 -1.0596 1.0955
N -2.0175 -1.1412 -1.5529
O -1.6016 -1.2242 -0.1946
O -1.2442 0.9752 1.4476
O 1.6488 1.7775 -1.3547
H -1.0312 0.2860 2.0921
H 2.1108 1.0192 -1.7318
H -1.1696 1.2567 -0.5614
H 0.4340 -0.5004 -1.0300
H -1.9147 -2.0778 -1.9435
H -3.0227 -0.9652 -1.5357
H 0.8615 2.4010 0.3774
H 2.1263 1.1913 0.5875
H 0.1844 -1.8464 1.3492
H 1.8234 -1.5240 0.7676
H 1.1176 -0.4795 1.9955
*
```

Summary:
**HOMO (alpha / beta)**: -7.0 / -7.0 eV
**E_LUMO (alpha / beta)**: 0.67 / 0.67 eV
**Gap between HOMO and LUMO (alpha / beta)**: 7.6 / 7.6 eV

natural (NBO) population analysis, charges in e, atoms 1 to 5:
1. C 0.428
2. C -0.187
3. C -0.089
4. C -0.662
5. N -0.572


[2]
This record from the Open Molecules 2025 dataset describes a structure of composition C35H35IrN8O9S3 in a non-equilibrium geometry. The level of theory is wB97M-V/def2-TZVPD.

Structure (ORCA input):
```
! wB97M-V def2-TZVPD RIJCOSX def2/J DEFGRID3
* xyz 2 1
Ir 1.1644 0.5655 -0.0102
O 2.9029 1.4961 0.7622
C 3.2054 2.4975 1.7821
C 2.8882 2.0751 3.1963
C 1.4921 1.4489 3.2493
C 0.4564 2.3513 2.6274
C -0.0327 3.4203 3.3728
C -0.9507 4.2938 2.8262
C -1.3791 4.0694 1.5259
C -0.8450 3.0056 0.8349
N 0.0679 2.1616 1.3469
H 3.5562 0.7794 0.8015
H 2.6026 3.3556 1.4873
H 4.2519 2.7668 1.6504
H 2.9683 2.9708 3.8164
H 3.6189 1.3577 3.5743
H 1.2029 1.1790 4.2649
H 1.5460 0.5315 2.6847
H 0.3152 3.5453 4.3899
H -1.3345 5.1253 3.4019
H -2.1112 4.7054 1.0492
H -1.1721 2.8021 -0.1747
O -3.2887 1.0093 -6.1063
N -2.6552 0.1770 -5.5071
O -2.6297 -1.0097 -5.7544
C -1.7846 0.6610 -4.4039
C -1.3825 1.9400 -4.5023
C -0.4916 2.4895 -3.5285
C 0.0762 3.7693 -3.6280
C 0.9778 4.1832 -2.6805
C 1.2820 3.3325 -1.6169
N 0.7347 2.1352 -1.4919
C -0.1149 1.6903 -2.4499
C -0.5787 0.3335 -2.3309
N -0.1214 -0.3765 -1.2477
C -0.4361 -1.6717 -1.1916
C -1.2475 -2.2877 -2.1354
C -1.7470 -1.5801 -3.1954
C -1.3896 -0.2253 -3.3302
H -1.7239 2.5423 -5.3329
H -0.1850 4.4094 -4.4610
H 1.4616 5.1468 -2.7464
H 1.9856 3.6248 -0.8481
H -0.0443 -2.2412 -0.3664
H -1.4779 -3.3367 -2.0150
H -2.3787 -2.0552 -3.9271
O 4.1026 2.3375 -2.9393
S 3.4110 1.1377 -3.2968
O 2.3356 1.1975 -4.2462
N 2.8139 0.4450 -1.8844
C 3.3130 -0.7251 -1.6807
S 2.7491 -1.4871 -0.2417
C 4.2872 -1.1997 -2.6859
C 4.9190 -2.4258 -2.7883
C 5.7498 -2.6350 -3.8837
C 5.9422 -1.6410 -4.8375
C 5.3059 -0.4053 -4.7386
C 4.4875 -0.2163 -3.6472
H 4.7719 -3.1932 -2.0396
H 6.2492 -3.5867 -4.0013
H 6.5958 -1.8330 -5.6774
H 5.4607 0.3668 -5.4793
C -5.8724 -2.8735 4.3009
C -5.8989 -3.5296 2.9274
S -4.6056 -2.9776 1.8560
O -4.7704 -1.5521 1.6550
O -4.5123 -3.8554 0.7234
C -3.0805 -3.2146 2.7839
C -2.4856 -1.9437 3.3948
N -1.1812 -1.6351 2.7749
C -0.9783 -0.6833 1.8369
N 0.2953 -0.7183 1.4173
C 0.9250 -1.7229 2.1142
C 0.0187 -2.2788 2.9461
N 0.2502 -3.3859 3.8460
O 1.3614 -3.8555 3.8253
O -0.6806 -3.7475 4.5368
C -2.0699 0.1885 1.3316
H -6.8252 -3.0409 4.7990
H -5.7304 -1.7957 4.2195
H -5.0943 -3.2937 4.9387
H -6.8018 -3.2735 2.3691
H -5.8123 -4.6156 2.9677
H -2.4196 -3.6273 2.0210
H -3.2395 -3.9896 3.5312
H -2.3400 -2.0481 4.4641
H -3.1183 -1.0812 3.2055
H 1.9620 -1.9872 2.0173
H -2.9983 -0.3733 1.2264
H -1.7907 0.5908 0.3630
H -2.2563 1.0208 2.0124
*
```

Summary:
**HOMO**: -13.6 eV
**E_LUMO**: -6.40 eV
**Gap between HOMO and LUMO**: 7.2 eV

Mulliken population analysis, charges in e, atoms 1 to 5:
1. Ir 1.665
2. O -0.583
3. C -0.728
4. C -0.933
5. C -0.001


[3]
This record from the Open Molecules 2025 dataset describes a cluster of 9 separate species, C36H45N9 in total in a non-equilibrium geometry. The level of theory is wB97M-V/def2-TZVPD.

Structure (ORCA input):
```
! wB97M-V def2-TZVPD RIJCOSX def2/J DEFGRID3
* xyz 0 1
N 0.2839 -2.7979 0.2314
C 0.6152 -3.8727 -0.6636
C 1.0369 -5.0145 0.2323
C 0.8885 -4.4317 1.6331
C 0.3254 -3.0710 1.5908
H 0.0010 -1.7957 -0.1873
H 0.6819 -3.7583 -1.6507
H 1.2410 -6.1689 0.0351
H 0.7960 -4.9449 2.6825
H 0.0895 -2.1191 2.3086
N -6.0254 2.6638 -0.5026
C -5.5089 3.9239 -0.0570
C -4.0664 4.0002 -0.6730
C -3.8851 2.7061 -1.4082
C -5.1549 1.8520 -1.1710
H -6.9247 2.3341 -0.0787
H -6.3250 4.6999 0.0981
H -3.4482 4.7252 -0.5380
H -3.0249 2.1947 -1.9623
H -5.4505 0.7984 -1.5769
N 3.5619 5.0784 -2.1554
C 2.7341 3.9204 -2.1976
C 3.5980 2.7210 -2.5925
C 5.0078 3.3110 -2.6935
C 4.8581 4.7739 -2.3988
H 3.2293 6.0787 -1.8946
H 1.6399 4.1236 -2.0348
H 3.1516 1.7291 -2.5480
H 5.8250 2.8869 -3.0609
H 5.5322 5.5994 -2.0940
N -2.9626 2.8885 1.8778
C -1.8408 3.7196 2.0324
C -1.3971 3.8625 3.4414
C -2.3695 2.9497 4.1658
C -3.3615 2.3896 3.1374
H -3.4687 2.5582 0.9803
H -1.5110 4.0856 1.0361
H -0.6049 4.4973 3.8671
H -2.4123 2.7072 5.2525
H -4.2163 1.6648 3.0974
N 3.1670 -2.5988 0.3227
C 3.9703 -3.0041 1.3739
C 5.3969 -2.6306 1.0290
C 5.2834 -1.9868 -0.3862
C 3.7930 -2.0825 -0.7865
H 2.0418 -2.8666 0.4399
H 3.5302 -3.5845 2.3179
H 6.2245 -2.7684 1.6695
H 6.1668 -1.6062 -0.9948
H 3.2205 -1.8959 -1.5748
N 0.3459 0.4911 0.0370
C -1.0375 0.5831 0.2699
C -1.7911 -0.1819 -0.8253
C -0.7302 -0.5750 -1.7755
C 0.5058 0.0853 -1.2963
H 0.9977 0.8402 0.6778
H -1.2549 0.9367 1.1365
H -2.9421 -0.4866 -0.8667
H -0.9916 -1.0308 -2.7434
H 1.4744 0.0517 -1.6786
N 0.5784 -1.9590 -4.7159
C 0.1368 -3.3459 -4.7510
C 1.3428 -4.1356 -4.4167
C 2.4483 -3.1306 -3.9402
C 1.7450 -1.7317 -4.1347
H -0.0802 -1.0585 -4.8474
H -0.8908 -3.6007 -4.9820
H 1.2832 -5.1970 -4.5040
H 3.5844 -3.5128 -3.6086
H 2.0704 -0.7783 -3.9732
N -5.0947 -2.8020 3.2898
C -3.7416 -2.3487 3.3852
C -3.4989 -1.3461 2.4529
C -4.8310 -1.0884 1.7632
C -5.7634 -2.1656 2.3030
H -5.3716 -3.5429 3.9051
H -3.2180 -2.8957 4.2705
H -2.4457 -1.1451 2.2857
H -5.0039 -0.6214 0.7849
H -6.7974 -2.3456 2.1489
N 3.1186 0.0571 1.4574
C 3.1896 1.3113 0.8067
C 2.2888 2.2149 1.5252
C 1.6626 1.3690 2.5737
C 2.2784 -0.0393 2.5599
H 3.6289 -0.6961 1.1271
H 3.6559 1.3408 -0.1077
H 2.0291 3.1371 1.1538
H 0.8124 1.7613 3.2232
H 2.3743 -0.8635 3.0583
*
```

Summary:
**HOMO**: -7.6 eV
**E_LUMO**: 0.51 eV
**SMILES**: c1cc[nH]c1.c1cc[nH]c1.c1cc[nH]c1.c1cc[nH]c1.c1cc[nH]c1.c1cc[nH]c1.c1cc[nH]c1.c1cc[nH]c1.c1cc[nH]c1
**Gap between HOMO and LUMO**: 8.1 eV

Mulliken population analysis, charges in e, atoms 1 to 5:
1. N -0.296
2. C -0.624
3. C -0.380
4. C -0.667
5. C 0.031


Result set for energy above the lowest of the compared OMol25 structures with the same formula, charge and spin: 653.5 262.4 1713.0 kJ/mol, one per record in the order listed.